Record 1
{
  "formula": "C12H40BNO4",
  "method": "ωB97M-V with the def2-TZVPD basis set",
  "elements": ["N", "H", "H", "H", "H", "B", "H", "H", "H", "H", "C", "C", "C", "O", "H", "H", "H", "H", "H", "H", "H", "H", "C", "C", "C", "O", "H", "H", "H", "H", "H", "H", "H", "H", "C", "C", "C", "O", "H", "H", "H", "H", "H", "H", "H", "H", "C", "C", "C", "O", "H", "H", "H", "H", "H", "H", "H", "H"],
  "positions_angstrom": [[4.759, 3.661, 8.330], [5.224, 4.404, 8.832], [4.376, 3.990, 7.455], [4.020, 3.277, 8.901], [5.444, 2.940, 8.155], [2.860, 3.092, 10.176], [3.767, 3.342, 10.705], [2.610, 3.904, 9.510], [3.033, 2.182, 9.624], [2.057, 2.949, 10.882], [4.927, 0.558, 6.542], [6.368, 0.588, 7.028], [7.314, 0.193, 5.876], [6.642, 1.852, 7.576], [4.268, 0.580, 7.411], [4.602, -0.359, 6.051], [4.654, 1.447, 5.973], [6.430, -0.131, 7.845], [7.233, -0.870, 5.650], [8.336, 0.346, 6.221], [7.205, 0.714, 4.925], [7.529, 1.759, 7.930], [-1.837, 2.048, 8.876], [-0.520, 2.223, 9.650], [-0.380, 1.307, 10.891], [0.578, 1.934, 8.781], [-2.713, 2.313, 9.469], [-1.895, 1.017, 8.527], [-1.876, 2.691, 7.996], [-0.489, 3.284, 9.897], [-1.263, 1.444, 11.516], [0.377, 1.600, 11.619], [-0.263, 0.288, 10.522], [1.296, 2.312, 9.294], [2.225, 3.816, 4.437], [2.957, 4.898, 5.323], [2.095, 5.241, 6.603], [4.128, 4.334, 5.740], [2.036, 2.883, 4.968], [2.720, 3.592, 3.492], [1.206, 4.149, 4.241], [3.229, 5.742, 4.689], [1.085, 5.609, 6.426], [2.660, 5.908, 7.254], [1.890, 4.309, 7.130], [4.665, 4.039, 5.001], [6.716, 5.857, 6.816], [7.229, 6.222, 8.180], [7.370, 7.739, 8.349], [6.273, 5.813, 9.128], [7.464, 6.053, 6.048], [5.786, 6.370, 6.573], [6.555, 4.788, 6.683], [8.155, 5.717, 8.454], [8.283, 8.067, 7.853], [7.513, 8.031, 9.390], [6.570, 8.367, 7.959], [6.439, 6.152, 10.010]],
  "mulliken_spin": [1.136, 0.066, -0.145, 0.066, 0.021, 0.008, -0.006, -0.006, -0.005, 0.002, 0.577, 0.002, 0.426, -1.556, 0.052, -0.114, 0.042, -0.588, -0.107, -0.012, -0.019, 0.885, 0.000, -0.009, -0.001, -0.006, 0.000, 0.000, 0.000, 0.002, -0.001, 0.003, 0.000, 0.003, 0.067, 0.208, 0.087, -0.885, 0.013, -0.027, 0.011, -0.027, 0.009, -0.008, -0.009, 0.360, 1.641, 0.603, 0.052, -0.622, -0.300, 0.108, -0.754, -0.376, -0.054, 0.008, 0.001, 0.176],
  "orbital_gap_ha": [0.0903, 0.3545],
  "multiplicity": 2,
  "e_tot_ha": -861.597851,
  "homo_energy_ha": [0.018, -0.248],
  "lumo_ha": [0.10785, 0.10700],
  "total_charge": -1,
  "s_squared": 0.750
}

Record 2
{
  "formula": "C12H40IO7P",
  "method": "ωB97M-V with the def2-TZVPD basis set",
  "elements": ["C", "C", "I", "C", "P", "C", "C", "C", "O", "H", "H", "H", "H", "H", "H", "H", "H", "H", "H", "H", "H", "H", "H", "H", "H", "C", "O", "H", "H", "H", "H", "C", "O", "H", "H", "H", "H", "C", "O", "H", "H", "H", "H", "C", "O", "H", "H", "H", "H", "C", "O", "H", "H", "H", "H", "C", "O", "H", "H", "H", "H"],
  "positions_angstrom": [[1.889, -0.043, 0.865], [1.744, 1.444, 0.615], [1.479, 1.754, -1.506], [0.672, 2.125, 1.436], [-1.151, 1.906, 0.857], [-2.952, 1.605, 0.323], [-3.731, 0.925, 1.434], [-4.962, 0.221, 0.932], [-5.590, -0.581, 1.936], [2.029, -0.191, 1.935], [2.780, -0.425, 0.378], [1.023, -0.621, 0.558], [2.706, 1.904, 0.813], [0.876, 3.189, 1.549], [0.733, 1.678, 2.431], [-0.807, 0.627, 0.343], [-1.574, 2.132, 2.200], [-1.027, 3.028, 0.008], [-2.960, 0.939, -0.539], [-3.420, 2.546, 0.033], [-3.085, 0.156, 1.877], [-3.978, 1.620, 2.239], [-5.693, 0.941, 0.562], [-4.673, -0.427, 0.109], [-5.270, -0.270, 2.783], [5.810, 0.099, 0.575], [5.072, -0.665, 1.526], [5.093, 0.494, -0.143], [6.329, 0.938, 1.044], [6.536, -0.516, 0.037], [5.690, -1.023, 2.168], [4.540, -1.354, -3.001], [4.274, -0.002, -3.359], [5.521, -1.604, -3.398], [4.555, -1.489, -1.915], [3.805, -2.037, -3.435], [3.407, 0.232, -3.011], [0.624, -2.396, -2.490], [-0.156, -1.505, -1.704], [0.066, -3.325, -2.579], [0.797, -2.002, -3.496], [1.588, -2.614, -2.021], [0.339, -0.675, -1.634], [-8.453, -0.970, 4.696], [-8.201, -0.024, 3.669], [-9.454, -0.772, 5.073], [-8.421, -1.996, 4.319], [-7.748, -0.872, 5.527], [-7.318, -0.186, 3.319], [5.993, 2.884, -4.232], [6.706, 1.659, -4.189], [6.561, 3.565, -4.861], [4.997, 2.754, -4.665], [5.891, 3.332, -3.238], [6.192, 1.055, -3.643], [-2.785, -3.036, 0.425], [-2.645, -2.124, -0.660], [-3.786, -2.906, 0.828], [-2.666, -4.072, 0.097], [-2.059, -2.824, 1.215], [-1.753, -2.205, -1.013]],
  "mulliken_charge": [-0.923, -0.160, 0.017, -1.262, 0.460, -1.059, -0.596, -0.564, -0.588, 0.408, 0.097, 0.273, 0.590, 0.431, 0.474, -0.083, -0.042, 0.026, 0.362, 0.498, 0.408, 0.366, 0.306, 0.284, 0.365, -0.502, -0.481, 0.103, 0.318, 0.310, 0.279, -0.607, -0.340, 0.303, 0.236, 0.259, 0.131, -0.625, -0.343, 0.329, 0.286, 0.224, -0.020, -0.528, -0.489, 0.220, 0.240, 0.246, 0.328, -0.503, -0.513, 0.242, 0.215, 0.223, 0.306, -0.631, -0.438, 0.206, 0.335, 0.242, 0.349],
  "orbital_gap_ha": 0.3169,
  "e_tot_ha": -1646.730280,
  "homo_energy_ha": -0.308,
  "lumo_ha": 0.00892
}

Record 3
{
  "formula": "C12H40N12O10V",
  "method": "ωB97M-V with the def2-TZVPD basis set",
  "elements": ["O", "V", "O", "C", "O", "N", "N", "H", "H", "H", "H", "C", "O", "N", "N", "H", "H", "H", "H", "C", "O", "N", "N", "H", "H", "H", "H", "C", "O", "N", "N", "H", "H", "H", "H", "C", "O", "N", "N", "H", "H", "H", "H", "C", "O", "N", "N", "H", "H", "H", "H", "C", "C", "C", "O", "H", "H", "H", "H", "H", "H", "H", "H", "C", "C", "C", "O", "H", "H", "H", "H", "H", "H", "H", "H"],
  "positions_angstrom": [[0.509, 0.619, -0.077], [-0.987, 0.156, 0.268], [-1.690, -0.230, -1.137], [-0.203, -3.182, -2.336], [-0.289, -4.293, -1.860], [-1.236, -2.588, -2.963], [0.863, -2.435, -2.109], [-2.112, -3.074, -3.089], [-0.961, -1.740, -3.438], [1.011, -1.615, -2.679], [1.673, -2.814, -1.640], [-0.371, -2.904, 1.526], [-0.282, -1.752, 1.110], [-0.364, -3.999, 0.883], [-0.377, -3.175, 2.759], [-0.452, -4.853, 1.414], [-0.344, -3.915, -0.123], [-0.266, -4.121, 3.094], [-0.390, -2.429, 3.440], [-2.696, 2.727, -0.203], [-1.966, 2.032, 0.436], [-3.845, 2.292, -0.682], [-2.471, 4.010, -0.433], [-4.336, 3.024, -1.175], [-4.285, 1.433, -0.383], [-3.226, 4.510, -0.880], [-1.598, 4.471, -0.221], [-5.372, -0.979, -1.560], [-5.378, -0.302, -0.596], [-4.323, -1.462, -2.099], [-6.451, -1.480, -2.135], [-4.393, -2.000, -2.951], [-3.495, -1.079, -1.667], [-7.392, -1.250, -1.851], [-6.336, -1.989, -3.000], [0.160, 1.576, 3.144], [-0.450, 0.875, 2.378], [0.391, 2.825, 2.896], [0.730, 1.278, 4.279], [0.835, 3.385, 3.610], [-0.042, 3.232, 2.079], [0.528, 0.338, 4.590], [0.838, 2.044, 4.928], [-3.422, -0.834, 2.262], [-2.938, -0.691, 1.177], [-2.743, -0.935, 3.373], [-4.655, -0.725, 2.456], [-1.736, -0.891, 3.305], [-3.251, -0.902, 4.246], [-5.154, -0.868, 3.323], [-5.084, -0.486, 1.573], [5.310, 3.633, -0.739], [3.811, 4.066, -0.638], [2.915, 3.043, 0.031], [3.622, 5.228, 0.174], [5.717, 4.318, -1.482], [5.526, 2.623, -1.084], [5.797, 3.713, 0.233], [3.413, 4.308, -1.623], [3.311, 2.788, 1.014], [2.694, 2.105, -0.479], [1.939, 3.520, 0.118], [3.477, 5.001, 1.095], [3.784, -0.509, -1.183], [4.413, -1.913, -1.222], [4.409, -2.631, -2.534], [5.732, -1.862, -0.888], [3.573, -0.174, -0.168], [2.852, -0.286, -1.702], [4.538, 0.122, -1.655], [3.877, -2.467, -0.451], [5.068, -2.217, -3.297], [3.404, -2.358, -2.857], [4.518, -3.716, -2.509], [6.127, -1.167, -1.419]],
  "mulliken_spin": [0.010, 0.973, 0.002, 0.000, 0.000, 0.001, -0.002, 0.000, 0.000, 0.001, 0.000, 0.017, -0.007, 0.002, 0.001, 0.001, -0.001, 0.000, 0.000, 0.009, -0.017, 0.001, 0.001, 0.000, 0.000, 0.000, 0.000, 0.000, 0.000, 0.001, 0.000, 0.000, 0.001, 0.000, 0.000, 0.008, -0.009, 0.000, 0.000, 0.000, 0.001, 0.000, 0.000, 0.004, -0.008, 0.001, 0.001, 0.001, 0.000, 0.000, 0.000, 0.000, 0.000, 0.001, 0.000, 0.000, 0.000, 0.000, 0.000, 0.000, 0.002, 0.001, 0.000, 0.003, -0.001, 0.000, 0.000, -0.001, -0.001, 0.000, 0.000, 0.000, 0.000, 0.000, 0.000],
  "orbital_gap_ha": [0.1722, 0.2479],
  "multiplicity": 2,
  "e_tot_ha": -2834.833070,
  "homo_energy_ha": [-0.162, -0.238],
  "lumo_ha": [0.01017, 0.00999],
  "s_squared": 0.754
}